{
  "formula": "C6H9N",
  "method": "wB97M-V/def2-TZVPD",
  "lumo_energy_ev": 0.895,
  "gap_ev": 9.21,
  "symbols": ["H", "C", "H", "C", "C", "H", "H", "C", "C", "H", "N", "H", "H", "H", "C", "H"],
  "xyz": [[-2.15590, -1.40253, -1.47891], [2.11103, -0.36852, 0.28640], [0.14593, 0.16578, 1.84426], [-1.59938, -0.72003, -0.84771], [-0.91076, -1.09083, 0.38070], [2.77844, -0.63913, -0.54082], [-1.49418, 1.86070, 0.49354], [-0.67735, 1.29232, 0.03192], [-1.19668, 0.52512, -1.17531], [-1.21609, 0.93893, -2.17627], [0.71483, -0.56681, -0.11254], [2.45270, -0.85411, 1.20383], [2.24760, 0.72606, 0.43416], [0.17094, 1.95736, -0.15596], [-0.18029, 0.10875, 0.80251], [-1.19085, -1.93308, 1.01020]],
  "nbo_charge": [0.22, -0.42, 0.20, -0.28, -0.04, 0.20, 0.21, -0.45, -0.07, 0.21, -0.47, 0.18, 0.18, 0.21, -0.13, 0.23]
}

{
  "formula": "C16H28F9KN4OS2",
  "method": "wB97M-V/def2-TZVPD",
  "lumo_energy_ev": 0.030,
  "gap_ev": 8.51,
  "symbols": ["S", "F", "C", "H", "C", "F", "F", "H", "H", "C", "S", "H", "F", "C", "C", "H", "C", "H", "N", "H", "H", "H", "F", "H", "H", "F", "N", "H", "H", "H", "H", "C", "H", "C", "C", "H", "H", "H", "H", "H", "O", "H", "F", "H", "C", "C", "F", "C", "C", "C", "H", "F", "C", "K", "C", "N", "H", "H", "H", "N", "H"],
  "xyz": [[-1.09081, -2.36518, 1.29283], [1.22565, -1.39496, -4.01685], [2.82434, -2.81953, 0.93943], [1.16887, 4.13304, 2.74556], [-2.10312, 1.40527, 2.95456], [0.75326, 2.70270, -3.51537], [-2.47257, 0.15484, -3.01353], [-1.57753, -3.91104, -0.52070], [-0.27660, 4.67038, 0.14622], [-1.46672, -0.29403, -3.78465], [-0.41564, 0.73652, 3.10929], [1.53305, 3.02313, 0.76797], [-1.32027, -1.59887, -3.49688], [-0.33257, 3.57300, 0.13769], [0.06053, -3.42701, 2.20473], [-2.74151, 0.92954, 3.69937], [0.40455, -3.19365, -0.99577], [-2.07649, 2.46222, 3.22505], [2.10358, -1.99711, 1.90703], [-2.30262, 1.34084, -0.41569], [-2.39444, 3.59099, -0.42642], [0.29830, 2.59602, 4.48686], [2.16817, 0.54174, -4.05673], [1.79717, -3.47284, 3.42139], [-2.93405, 0.15004, 1.41657], [-0.61579, 2.23242, -5.12342], [-1.96096, 1.71026, 0.46373], [-0.03503, 3.25626, -0.86526], [3.12352, -3.07511, -1.18047], [0.86890, -4.06335, -0.52519], [2.71273, -1.35408, 2.38790], [-0.14802, 0.48530, -3.47110], [0.28883, -3.46514, -2.05218], [2.66173, -2.33902, -0.50594], [0.54064, 2.21867, 3.49193], [-2.16195, 3.61682, 1.29568], [0.87762, -1.98086, 3.57044], [0.39930, -4.22047, 1.53703], [2.45112, -3.84461, 1.01452], [3.89195, -2.88612, 1.17065], [0.12567, 0.38398, -2.16198], [-0.49231, -3.93398, 2.99644], [0.81523, -0.02796, -5.64837], [3.22956, -1.41378, -0.64228], [1.25195, -2.70826, 2.84767], [0.44103, 3.35970, 2.47663], [-1.35573, 2.51905, -3.10868], [-0.99993, -2.99161, -0.41317], [-0.34295, 2.00077, -3.83145], [-2.76193, 1.21550, 1.58039], [-3.75114, 1.69068, 1.63492], [-1.86863, -0.20519, -5.06031], [1.02557, -0.10002, -4.32538], [0.20208, 0.24029, 0.01730], [-1.78714, 3.16177, 0.37529], [1.27953, -2.04898, -0.81761], [-0.53219, 3.83977, 2.58603], [-1.52688, -2.22922, -0.99612], [1.57200, 1.85703, 3.54713], [0.57962, 2.93492, 1.09119], [1.16946, -1.37150, -1.56787]],
  "nbo_charge": [0.17, -0.33, -0.23, 0.19, -0.54, -0.32, -0.33, 0.22, 0.17, 0.95, 0.19, 0.37, -0.33, -0.23, -0.54, 0.23, -0.23, 0.21, -0.64, 0.38, 0.20, 0.22, -0.32, 0.17, 0.21, -0.32, -0.67, 0.22, 0.17, 0.18, 0.37, 0.04, 0.20, -0.21, -0.53, 0.18, 0.21, 0.21, 0.18, 0.19, -0.94, 0.23, -0.32, 0.19, -0.22, -0.24, -0.33, -0.53, 0.96, -0.22, 0.17, -0.32, 0.95, 0.88, -0.23, -0.68, 0.19, 0.23, 0.22, -0.66, 0.41]
}

{
  "formula": "C8H9N6O2S2",
  "method": "wB97M-V/def2-TZVPD",
  "lumo_energy_ev": 2.344,
  "total_charge": -1,
  "gap_ev": 6.65,
  "symbols": ["H", "C", "C", "N", "H", "C", "N", "N", "C", "S", "N", "H", "C", "C", "H", "H", "O", "N", "S", "H", "H", "N", "H", "C", "H", "O", "C"],
  "xyz": [[3.88723, -1.63260, -0.33124], [-2.92869, 3.05230, 0.41650], [2.09838, -3.13655, 1.28232], [0.63614, 2.18068, 0.83767], [-1.27086, 3.87819, 1.51813], [-1.07216, 0.98064, -0.35548], [1.97169, -2.50532, -0.02704], [-2.96699, 0.17172, -1.67085], [3.23897, -2.44031, -0.73686], [-0.37170, -1.24158, 0.53406], [-4.20271, 0.57738, -1.83753], [3.03589, -2.22826, -1.78939], [-1.63762, 3.07360, 0.89352], [-0.72667, 2.03957, 0.50973], [1.14436, -3.52199, 1.64909], [-3.65301, 3.82759, 0.64349], [1.46230, 1.38653, 0.33590], [-2.39267, 1.03073, -0.77659], [0.95072, -1.33139, -2.12012], [2.80949, -3.96212, 1.16057], [-0.36299, 0.60164, -1.12784], [-4.47171, 1.69787, -1.08858], [2.51728, -2.44704, 2.03854], [0.90258, -1.76252, -0.48874], [3.76021, -3.40715, -0.64278], [0.96617, 3.11926, 1.60744], [-3.32365, 1.99911, -0.43393]],
  "nbo_charge": [0.18, -0.31, -0.40, 0.50, 0.25, 0.11, -0.45, -0.05, -0.43, -0.17, -0.05, 0.25, -0.13, -0.12, 0.22, 0.23, -0.39, -0.23, -0.31, 0.19, 0.30, -0.34, 0.19, -0.06, 0.18, -0.46, 0.31]
}

{
  "formula": "C25H69F3N6O8",
  "method": "wB97M-V/def2-TZVPD",
  "lumo_energy_ev": 0.232,
  "gap_ev": 7.53,
  "symbols": ["N", "H", "C", "H", "C", "H", "H", "H", "O", "C", "H", "H", "H", "H", "H", "C", "H", "C", "C", "F", "H", "H", "H", "N", "C", "H", "C", "C", "N", "C", "H", "H", "C", "H", "H", "H", "H", "H", "C", "H", "H", "H", "H", "H", "C", "C", "N", "H", "H", "H", "H", "H", "C", "H", "H", "H", "C", "H", "O", "H", "H", "C", "O", "O", "N", "H", "H", "H", "F", "O", "C", "H", "H", "H", "H", "N", "H", "H", "H", "C", "C", "H", "H", "H", "C", "H", "H", "C", "H", "C", "H", "O", "H", "H", "H", "H", "O", "C", "C", "H", "H", "H", "H", "H", "H", "F", "H", "H", "O", "H", "H"],
  "xyz": [[23.45671, -18.98931, 14.24590], [27.64495, -11.74040, 12.39768], [25.70344, -24.44527, 15.83822], [23.52187, -22.60969, 15.03014], [21.99654, -15.68812, 14.42541], [23.56300, -19.02715, 10.02900], [27.14368, -17.02077, 18.72161], [21.79553, -18.61150, 18.46386], [26.38856, -21.81370, 11.96094], [25.27074, -16.00418, 11.52684], [21.65944, -17.70976, 10.90236], [23.67484, -22.55118, 20.52644], [26.42048, -19.21600, 15.46218], [18.55007, -23.46095, 18.09746], [27.11475, -16.46185, 12.39589], [26.26963, -23.08755, 11.43027], [19.38544, -22.46140, 19.23720], [27.94434, -19.84701, 13.65954], [21.38035, -21.93927, 15.24388], [21.83206, -13.58226, 15.68413], [20.65026, -21.66819, 14.48126], [24.90891, -16.30679, 19.35274], [25.30732, -18.49463, 18.10289], [25.96515, -20.05676, 15.13674], [23.46700, -22.08213, 19.56472], [20.64837, -16.39350, 10.20741], [22.57153, -22.50819, 14.50606], [26.48106, -20.25008, 13.81582], [24.08520, -21.09042, 17.52863], [22.10114, -14.11489, 14.49946], [25.27309, -23.51031, 11.55784], [22.41716, -17.11650, 18.76494], [24.59256, -23.46106, 17.81907], [20.22471, -16.21784, 12.32784], [24.72166, -24.20716, 18.60313], [25.32892, -14.27263, 13.64750], [24.26777, -15.62083, 11.71443], [24.65751, -16.61164, 14.14799], [25.38428, -17.16862, 19.82112], [26.87027, -22.40469, 13.90612], [27.22233, -12.27643, 13.98804], [26.39488, -23.02857, 10.34910], [23.67912, -23.60123, 17.24106], [27.05111, -23.74920, 11.80393], [26.25699, -21.67504, 13.37736], [24.99694, -18.50392, 19.14772], [25.52193, -16.91964, 13.72607], [26.85199, -14.63791, 14.40217], [21.20377, -14.84073, 11.86598], [28.13135, -18.82817, 13.99877], [26.53476, -24.25934, 15.15818], [25.20244, -16.97972, 11.04543], [22.74733, -18.08540, 18.39036], [22.41633, -23.56750, 14.30140], [23.29706, -21.07123, 19.93525], [22.39485, -20.58620, 11.48021], [26.83633, -16.95708, 19.76544], [20.99728, -20.57315, 16.45552], [23.56304, -18.77228, 19.30958], [20.19203, -23.89058, 18.57820], [25.43899, -21.77668, 18.98766], [26.17039, -16.05137, 12.75336], [22.27166, -16.25337, 13.13947], [25.71975, -23.46505, 16.89239], [24.95432, -17.21762, 21.23235], [24.14439, -20.78270, 10.24883], [24.41961, -19.12545, 14.51865], [23.95344, -17.33503, 21.29983], [21.10708, -13.61003, 13.77152], [26.85744, -13.71072, 12.47809], [24.52709, -22.10158, 18.48668], [22.78490, -21.92454, 13.61056], [25.50993, -19.33236, 19.63620], [20.95821, -15.94383, 14.63657], [24.79662, -24.36166, 15.23924], [21.76030, -20.68694, 15.80363], [22.30251, -16.19155, 10.19709], [20.21425, -23.68828, 15.82364], [28.59826, -20.54098, 14.18766], [26.33256, -14.64596, 13.44393], [23.93152, -19.80990, 10.69204], [25.86183, -19.61721, 13.18011], [28.11951, -19.94145, 12.58786], [25.64625, -25.44197, 16.27573], [26.92517, -12.35172, 12.94203], [25.23766, -21.93397, 13.66376], [26.21936, -17.11325, 14.43049], [20.74980, -22.88895, 16.33586], [27.06372, -15.93283, 20.06093], [21.52072, -16.63209, 10.81583], [22.53815, -22.48166, 19.15762], [20.00731, -22.09977, 17.34844], [25.29262, -18.04578, 21.70117], [24.86913, -19.59850, 11.20613], [26.36377, -20.74163, 15.76296], [22.53752, -20.85065, 16.42752], [22.77335, -16.46846, 15.34367], [19.53368, -23.05632, 18.33598], [21.24464, -15.90291, 12.10726], [25.72290, -15.39139, 10.74700], [21.58601, -23.40085, 16.81210], [27.48829, -17.58102, 20.37679], [23.32263, -19.14914, 13.25768], [22.83574, -19.56748, 14.79382], [24.83412, -20.88464, 16.88297], [23.31041, -13.57993, 14.20262], [23.04866, -18.10521, 17.34303], [23.12744, -18.04118, 14.35870], [23.01518, -19.91164, 11.76615], [23.92669, -20.22092, 18.01745], [25.93274, -11.90962, 12.85416]],
  "lowdin_charge": [0.29, 0.08, -0.09, 0.04, -0.40, 0.08, 0.08, 0.09, -0.18, -0.06, 0.06, 0.08, 0.08, 0.08, 0.13, -0.12, 0.09, -0.03, -0.42, 0.14, 0.13, 0.15, 0.11, 0.03, -0.05, 0.08, -0.06, -0.45, 0.07, -0.56, 0.09, 0.09, -0.16, 0.12, 0.13, 0.10, 0.07, 0.04, -0.44, 0.12, 0.08, 0.09, 0.10, 0.09, -0.18, -0.17, 0.06, 0.12, 0.11, 0.07, 0.08, 0.06, -0.10, 0.08, 0.07, 0.09, -0.09, 0.08, -0.25, 0.08, 0.14, -0.39, -0.12, -0.20, 0.04, 0.09, 0.05, 0.06, 0.12, -0.20, -0.41, 0.06, 0.12, 0.14, 0.06, 0.03, 0.07, 0.12, 0.09, -0.16, -0.11, 0.10, 0.08, 0.09, -0.10, 0.11, 0.06, -0.14, 0.08, -0.09, 0.07, -0.19, 0.07, 0.07, 0.08, 0.03, -0.27, -0.10, -0.22, 0.08, 0.09, 0.08, 0.06, 0.06, 0.04, 0.12, 0.07, 0.05, -0.16, 0.03, 0.08]
}